Record 1
The following is a DFT calculation (ωB97M-V/def2-TZVPD) of the molecule C2H3F3IN.

Structure (XYZ):
```
10
Properties=species:S:1:pos:R:3
N 0.97 -0.92 0.40
C -0.02 -0.45 -0.38
I -2.49 -1.38 0.00
C -0.26 0.99 0.01
F -1.42 1.44 -0.70
F -0.43 1.25 1.27
F 0.82 1.72 -0.37
H 1.19 -0.62 1.37
H 1.67 -1.46 -0.08
H -0.01 -0.57 -1.50
```

electronic energy: -730.03486 Ha
HOMO level: -8.88 eV
SMILES: N[C@@H](I)C(F)(F)F
energy relative to the best compared isomer or geometry (same formula, charge and spin): 0.885 eV

Record 2
The following is a DFT calculation (ωB97M-V/def2-TZVPD) of a structure of composition C25H38BF2N5O2PPbS4.

Structure (XYZ):
```
79
Properties=species:S:1:pos:R:3
Pb -1.10 0.03 -0.58
C -2.12 -1.12 -4.75
N -2.71 -2.09 -3.87
C -3.98 -2.61 -3.98
C -4.15 -3.45 -2.94
N -3.01 -3.44 -2.18
B -2.79 -4.29 -0.90
N -3.09 -3.47 0.41
C -3.06 -4.14 1.61
C -3.43 -3.29 2.60
N -3.68 -2.08 2.00
C -4.02 -0.85 2.67
C -3.46 -2.20 0.66
S -3.72 -0.89 -0.42
C -2.13 -2.60 -2.75
S -0.54 -2.23 -2.25
H -2.43 -1.32 -5.78
H -1.04 -1.19 -4.67
H -2.42 -0.11 -4.47
H -4.64 -2.34 -4.79
H -5.00 -4.05 -2.66
H -3.58 -5.20 -0.93
H -1.65 -4.66 -0.86
H -2.77 -5.18 1.65
H -3.49 -3.43 3.66
H -4.47 -1.09 3.63
H -4.71 -0.29 2.05
H -3.13 -0.24 2.83
C 0.96 3.94 -1.50
C 2.01 3.08 -0.78
C 3.40 3.64 -1.07
P 1.69 1.29 -1.23
C 2.55 0.35 0.15
C 2.56 -1.16 -0.14
C 3.90 0.81 0.70
C 2.65 1.14 -2.84
C 4.10 0.67 -2.75
C 1.86 0.26 -3.81
H 1.16 5.00 -1.32
H -0.04 3.71 -1.15
H 0.99 3.77 -2.58
H 1.81 3.13 0.29
H 3.56 3.72 -2.15
H 4.20 3.03 -0.65
H 3.47 4.65 -0.66
H 1.81 0.51 0.95
H 3.45 -1.44 -0.71
H 1.68 -1.47 -0.71
H 2.56 -1.72 0.80
H 4.70 0.70 -0.03
H 4.15 0.17 1.56
H 3.86 1.84 1.06
H 2.64 2.16 -3.24
H 4.15 -0.36 -2.39
H 4.70 1.30 -2.11
H 4.54 0.68 -3.75
H 1.79 -0.76 -3.45
H 2.35 0.25 -4.79
H 0.85 0.65 -3.93
O -0.56 -1.90 4.81
S 0.42 -1.15 4.07
O 1.63 -1.84 3.70
N -0.25 -0.41 2.76
C -0.19 0.90 2.87
S -0.67 2.01 1.70
C 0.39 1.39 4.16
C 0.54 2.70 4.59
C 1.09 2.91 5.85
C 1.48 1.85 6.66
C 1.33 0.54 6.22
C 0.80 0.34 4.97
H 0.21 3.51 3.95
H 1.21 3.93 6.21
H 1.89 2.05 7.64
H 1.62 -0.30 6.84
F -3.19 1.32 -2.83
C -2.04 1.70 -2.14
F -1.15 2.08 -3.16
H -2.31 2.64 -1.64
```

electronic energy: -3751.41154 Ha
HOMO level: -4.06 eV
energy relative to the best compared isomer or geometry (same formula, charge and spin): 0.000 eV
total charge: -1

Record 3
The following is a DFT calculation (ωB97M-V/def2-TZVPD) of a cluster of 10 separate species, C15H50O13 in total.

Structure (XYZ):
```
78
Properties=species:S:1:pos:R:3
C 0.25 2.02 1.56
C -0.02 1.46 0.13
C 0.00 -0.07 0.20
O -1.29 1.90 -0.39
H -0.64 1.92 2.19
H 0.49 3.07 1.40
H 1.01 1.48 2.11
H 0.81 1.77 -0.51
H -0.20 -0.58 -0.74
H -0.75 -0.51 0.85
H 0.93 -0.43 0.64
H -1.35 1.50 -1.26
C -3.50 -8.27 0.15
C -2.82 -7.21 1.02
C -3.90 -6.53 1.81
O -2.10 -7.83 2.04
H -4.41 -8.74 0.50
H -2.84 -9.08 -0.15
H -3.82 -7.75 -0.75
H -2.18 -6.53 0.45
H -4.61 -6.02 1.15
H -3.31 -5.74 2.29
H -4.53 -7.01 2.56
H -1.39 -8.34 1.65
C 5.70 2.16 -7.31
C 5.24 1.58 -5.90
C 4.61 0.19 -5.95
O 6.35 1.59 -4.96
H 4.89 2.29 -8.03
H 6.46 1.55 -7.81
H 6.09 3.17 -7.20
H 4.43 2.19 -5.50
H 5.26 -0.62 -6.30
H 3.85 0.16 -6.73
H 4.33 -0.21 -4.98
H 6.51 2.51 -4.76
O 7.28 4.97 -0.50
C 6.46 4.79 0.64
C 6.72 3.52 1.42
O 6.35 2.36 0.69
H 7.20 5.90 -0.75
H 6.77 5.57 1.32
H 5.40 4.93 0.42
H 6.31 3.51 2.43
H 7.77 3.29 1.60
H 6.52 2.43 -0.25
O -6.41 1.89 5.75
C -6.94 1.78 4.41
C -7.76 0.49 4.30
O -8.94 0.43 5.09
H -5.88 2.68 5.90
H -7.55 2.67 4.28
H -6.14 1.88 3.68
H -7.18 -0.34 4.69
H -7.98 0.11 3.30
H -8.64 0.85 5.90
O -5.65 -2.72 -4.64
C -4.46 -2.09 -4.30
C -3.64 -1.68 -5.51
O -2.55 -0.86 -5.24
H -5.85 -3.35 -3.94
H -4.70 -1.14 -3.82
H -3.98 -2.69 -3.53
H -4.26 -1.19 -6.26
H -3.22 -2.59 -5.94
H -2.22 -0.52 -6.07
O -2.81 7.08 -1.58
H -2.62 6.17 -1.33
H -2.44 7.17 -2.46
O 5.14 -2.46 3.62
H 5.39 -1.91 2.88
H 5.12 -3.35 3.26
O 1.86 4.41 8.27
H 2.00 3.49 8.03
H 2.71 4.71 8.58
O 2.93 -0.05 7.35
H 3.59 -0.29 8.00
H 2.78 -0.85 6.85
```

electronic energy: -1579.44574 Ha
HOMO level: -10.05 eV
SMILES: CC(C)O.CC(C)O.CC(C)O.OCCO.OCCO.OCCO.O.O.O.O
energy relative to the best compared isomer or geometry (same formula, charge and spin): 0.846 eV

Record 4
The following is a DFT calculation (ωB97M-V/def2-TZVPD) of the molecule C16H13N3O4.

Structure (XYZ):
```
36
Properties=species:S:1:pos:R:3
C 5.80 1.85 0.78
O 4.40 1.72 0.65
C 3.90 0.49 0.32
C 4.66 -0.65 0.09
C 4.03 -1.84 -0.24
C 2.65 -1.93 -0.36
O 2.12 -3.12 -0.68
C 1.87 -0.78 -0.12
C 0.42 -0.81 -0.22
C -0.50 0.23 0.01
C -1.75 -0.32 -0.22
C -3.04 0.35 -0.19
C -3.08 1.67 -0.65
C -4.26 2.38 -0.71
C -5.46 1.79 -0.31
C -5.45 0.50 0.15
C -4.25 -0.22 0.23
N -4.33 -1.53 0.82
O -3.34 -1.97 1.37
O -5.39 -2.11 0.75
N -1.53 -1.61 -0.57
N -0.24 -1.91 -0.58
C 2.52 0.41 0.21
H 6.19 1.20 1.57
H 6.31 1.63 -0.16
H 5.97 2.89 1.05
H 5.73 -0.64 0.16
H 4.61 -2.73 -0.42
H 1.15 -3.04 -0.72
H -0.29 1.23 0.32
H -2.17 2.13 -0.99
H -4.26 3.40 -1.07
H -6.38 2.34 -0.37
H -6.35 0.01 0.49
H -2.21 -2.33 -0.78
H 1.95 1.31 0.39
```

electronic energy: -1082.63948 Ha
HOMO level: -7.64 eV
SMILES: COc1ccc(O)c(-c2cc(-c3ccccc3[N+](=O)[O-])[nH]n2)c1
energy relative to the best compared isomer or geometry (same formula, charge and spin): 1.197 eV

Record 5
The following is a DFT calculation (ωB97M-V/def2-TZVPD) of the ion C4H12N2S with charge +1.

Structure (XYZ):
```
19
Properties=species:S:1:pos:R:3
C 1.78 0.01 0.83
N 0.71 0.26 -0.11
C -0.62 0.31 0.43
C -1.75 -0.15 -0.52
S -3.34 -0.13 0.19
C 3.00 -0.58 0.11
N 3.47 0.36 -0.91
H 1.44 -0.75 1.55
H 2.11 0.87 1.41
H 0.86 1.13 -0.61
H -0.70 -0.32 1.32
H -0.81 1.33 0.80
H -1.41 -1.17 -0.76
H -1.79 0.37 -1.48
H -4.07 -0.06 -0.93
H 2.67 -1.53 -0.31
H 3.82 -0.67 0.82
H 4.47 0.47 -0.89
H 3.19 0.15 -1.84
```

spin multiplicity: 2
electronic energy: -666.96082 Ha
HOMO level (spin up / spin down): -12.57 / -12.56 eV
⟨S²⟩: 0.7551
energy relative to the best compared isomer or geometry (same formula, charge and spin): 1.675 eV
total charge: +1